DFT (the ωB97M-V functional and the def2-TZVPD basis) results for a molecular structure, C27H22CeN5O2S at a distorted geometry.

Geometry as XYZ:
```
58
Properties=species:S:1:pos:R:3:forces:R:3
Ce -0.8011 -1.1133 0.5349 1.56 4.47 -1.07
C -0.3316 4.9781 -3.6189 -0.05 0.00 0.00
C 0.0002 3.8426 -2.6976 0.02 -0.13 0.02
C 0.5617 4.0854 -1.4418 -0.04 -0.07 -0.18
C 0.8179 3.0482 -0.5814 -0.33 -0.37 0.02
C 0.5266 1.7038 -0.9044 -0.38 0.63 -0.70
N 0.7502 0.7246 0.0585 -1.32 -1.56 0.53
C 1.9619 0.8566 0.7253 0.81 -0.15 0.59
C 3.1332 1.1541 -0.0048 -0.28 -0.33 0.10
C 4.3708 1.2216 0.5861 -0.03 0.03 0.16
C 4.5219 1.0111 1.9583 -0.15 0.00 0.09
C 5.8789 1.0312 2.5953 0.02 -0.06 0.01
C 3.3806 0.7443 2.7008 0.33 0.04 -0.04
C 2.1226 0.6763 2.1176 0.08 0.19 -0.79
N 1.0210 0.4950 2.9960 0.07 0.15 0.08
C 0.8753 1.0418 4.2221 -0.21 -0.07 -0.24
C -0.2500 0.4904 4.7887 -0.15 -0.21 0.00
C -0.7273 -0.4151 3.8360 -0.01 0.12 0.32
N 0.0492 -0.4035 2.7515 -0.05 0.00 -0.08
C -0.0125 1.4640 -2.1892 0.40 0.44 0.79
C -0.2762 2.5287 -3.0427 -0.03 0.31 -0.07
N -0.2389 0.1615 -2.6948 0.13 0.02 -0.16
C -0.1718 -0.2187 -3.9923 -0.01 -0.13 0.30
C -0.5739 -1.5297 -4.0586 -0.13 -0.14 0.10
C -0.8821 -1.8785 -2.7403 0.07 -0.14 -0.36
N -0.6630 -0.8527 -1.9201 -0.04 -0.20 -0.07
H 0.4232 5.7606 -3.5548 -0.01 0.01 -0.03
H -1.2906 5.4191 -3.3398 0.00 0.03 -0.04
H -0.4015 4.6457 -4.6532 -0.01 0.02 -0.01
H 0.7793 5.1001 -1.1338 0.02 0.02 -0.03
H 1.2241 3.2518 0.4008 0.03 0.00 -0.01
H 3.0392 1.2991 -1.0733 -0.01 0.02 0.01
H 5.2397 1.4295 -0.0256 0.02 0.01 0.01
H 6.4969 1.8239 2.1756 0.01 0.01 0.02
H 6.3905 0.0837 2.4138 0.04 0.02 0.03
H 5.8105 1.1742 3.6722 0.03 0.01 0.01
H 3.4616 0.5753 3.7672 0.05 -0.02 0.02
H 1.5497 1.7964 4.5907 0.05 -0.06 -0.08
H -0.6646 0.7035 5.7579 0.00 0.00 -0.02
H -1.5725 -1.0821 3.8908 -0.04 0.03 -0.03
H -0.7281 2.3228 -4.0039 -0.03 0.03 -0.03
H 0.1720 0.4423 -4.7683 0.00 0.07 0.09
H -0.6392 -2.1433 -4.9394 0.00 -0.02 0.03
H -1.2440 -2.8176 -2.3548 0.03 0.00 0.01
O -1.5455 -2.6989 1.9102 0.24 0.06 0.23
C -1.6252 -3.3129 0.8110 -1.70 -3.10 0.13
O -0.6325 -3.3093 0.0210 -0.16 0.32 -0.05
C -2.9785 -3.7766 0.3841 -0.18 0.08 0.18
C -3.3675 -5.1057 0.4518 0.22 -0.13 -0.06
C -4.6702 -5.4661 0.1540 0.02 0.05 -0.03
C -5.5791 -4.4842 -0.2159 0.00 -0.08 0.02
C -5.1956 -3.1557 -0.2796 0.07 0.18 0.00
C -3.8923 -2.7664 0.0363 -0.03 -0.48 0.08
S -3.4839 -1.0452 -0.0208 1.06 0.04 0.22
H -2.6414 -5.8566 0.7409 -0.04 0.00 0.00
H -4.9735 -6.5023 0.2125 0.01 0.01 -0.01
H -6.5989 -4.7631 -0.4476 0.01 0.06 -0.02
H -5.9053 -2.3899 -0.5642 -0.03 -0.03 -0.01
```
Positions in Å, forces in eV/Å.

Kohn-Sham gap (alpha / beta) = 5.37 / 5.37 eV
2S+1 = 1
ΔE to the lowest compared entry with this formula, charge and spin = 9.1 kcal/mol
Charge = +1

Mulliken atomic charge list, values in e, 2 entries: 0.746, -1.582



DFT (the ωB97M-V functional and the def2-TZVPD basis) results for a molecular structure, C27H22Cl2N6O8S3V.

Geometry as XYZ:
```
69
Properties=species:S:1:pos:R:3:forces:R:3
V 0.6524 -0.8431 0.2925 0.23 0.91 -0.06
Cl 0.9003 -7.4375 2.6029 0.03 -0.05 0.03
C 0.3938 -5.9900 1.7700 -0.02 0.07 -0.04
C 1.1736 -4.8447 1.9012 -0.01 0.03 -0.06
C 0.8013 -3.6672 1.2564 -0.08 -0.25 0.04
N 1.4343 -2.4474 1.3518 0.28 -0.14 0.14
C 2.2968 -2.1407 2.3327 0.01 -0.04 0.01
O 3.0613 -2.8613 2.9781 -0.06 -0.08 0.01
C 2.1672 -0.6794 2.7128 0.00 -0.10 0.24
C 3.1249 -0.0342 3.4747 -0.01 0.09 0.04
C 2.8838 1.2720 3.8619 -0.06 -0.03 -0.05
C 1.6781 1.8678 3.5143 0.02 -0.02 0.01
C 0.7736 1.1497 2.7506 0.06 0.05 0.05
N 1.0226 -0.0948 2.3477 0.02 0.11 -0.05
C -0.3828 -3.6534 0.4608 -0.09 -0.26 0.10
C -1.1386 -4.8129 0.3372 0.09 0.03 0.06
C -0.7470 -5.9788 0.9935 0.03 0.09 -0.01
Cl -1.7325 -7.4069 0.8056 -0.03 -0.04 -0.01
N -0.6231 -2.4395 -0.1779 -0.18 -0.08 -0.25
C -1.2639 -2.3791 -1.3472 0.00 -0.12 0.10
O -2.1413 -3.1293 -1.8074 0.01 0.06 0.02
C -0.6901 -1.2977 -2.2360 0.13 -0.22 -0.19
C -1.2692 -0.9845 -3.4541 0.02 0.10 -0.01
C -0.5763 -0.1649 -4.3292 0.00 -0.02 0.05
C 0.6914 0.2692 -3.9750 0.01 -0.02 0.03
C 1.2050 -0.0910 -2.7385 -0.13 0.14 -0.09
N 0.5177 -0.8368 -1.8751 -0.13 -0.13 -0.22
H 2.0744 -4.8622 2.4954 -0.02 0.01 0.00
H 4.0353 -0.5610 3.7216 -0.01 -0.01 0.01
H 3.6301 1.8261 4.4173 0.00 0.01 0.01
H 1.4491 2.8876 3.7939 0.01 -0.01 0.01
H -0.1619 1.5802 2.4185 0.00 0.02 -0.03
H -2.0262 -4.8123 -0.2736 -0.03 0.01 -0.01
H -2.2357 -1.4069 -3.6885 -0.01 -0.01 -0.01
H -1.0120 0.1194 -5.2796 0.00 0.00 0.00
H 1.2832 0.8935 -4.6309 -0.01 -0.01 0.00
H 2.1881 0.2304 -2.4255 0.06 0.02 0.02
O 4.0630 1.1168 -1.5384 -0.05 0.00 0.03
S 3.3097 1.5405 -0.3668 0.17 0.07 0.03
O 4.1188 2.0915 0.7018 -0.08 -0.01 -0.05
O 2.3727 0.5247 0.0903 -0.15 -0.10 -0.05
C 2.3914 2.9791 -0.9934 0.08 -0.10 0.10
C 3.3177 3.9273 -1.4533 0.07 0.13 -0.07
C 2.9348 5.1334 -1.9958 -0.01 -0.07 0.03
C 1.5784 5.4280 -2.0924 -0.03 -0.08 0.05
C 0.6590 4.5069 -1.6410 0.03 0.15 -0.10
C 1.0350 3.2721 -1.0862 -0.13 -0.04 -0.05
S -0.5026 2.4129 -0.6084 -0.30 0.08 0.05
O -1.0510 3.3256 0.3834 0.00 -0.08 0.00
O -1.2504 2.3590 -1.8546 0.03 -0.03 0.05
O -0.2743 1.0865 -0.0482 0.11 -0.08 0.04
H 4.3675 3.6788 -1.3697 -0.02 0.02 -0.01
H 3.6841 5.8369 -2.3401 0.00 -0.01 0.01
H 1.2405 6.3679 -2.5131 0.00 -0.01 0.00
H -0.3973 4.7266 -1.7082 0.01 0.00 -0.01
C -3.9918 2.0895 1.6320 -0.10 -0.06 -0.03
N -4.1143 0.9414 0.7498 0.01 0.03 0.01
C -3.6222 -0.2782 1.0979 0.04 0.23 -0.09
S -2.9174 -0.5749 2.5781 0.01 -0.18 0.23
N -3.7605 -1.2416 0.1592 0.06 0.15 -0.09
C -4.2678 -0.9793 -1.1705 0.01 -0.02 -0.06
H -4.5907 2.9007 1.2156 0.02 -0.01 -0.02
H -2.9621 2.4220 1.7314 0.15 0.03 -0.02
H -4.3738 1.8230 2.6146 -0.02 0.00 0.01
H -4.0861 1.1565 -0.2349 -0.02 0.02 -0.01
H -3.1560 -2.0395 0.2796 -0.03 -0.07 0.04
H -3.6391 -0.2765 -1.7326 0.00 0.05 0.04
H -5.2856 -0.5833 -1.1141 0.02 -0.01 -0.02
H -4.2672 -1.9123 -1.7249 -0.02 -0.04 0.03
```
Positions in Å, forces in eV/Å.

Kohn-Sham gap (alpha / beta) = 5.53 / 6.71 eV
Expectation value of S² = 3.761
2S+1 = 4
ΔE to the lowest compared entry with this formula, charge and spin = 4.5 kcal/mol
Charge = -2

natural (NBO) atomic charge list, values in e, 2 entries: 1.189, -0.044



DFT (the ωB97M-V functional and the def2-TZVPD basis) results for a molecular structure, C27H22Cl4I2N2O3SiTi at a distorted geometry.

Geometry as XYZ:
```
62
Properties=species:S:1:pos:R:3:forces:R:3
Ti -0.0437 -0.1599 0.2879 0.01 1.41 -0.77
I -6.6890 3.7991 -0.0210 0.31 -0.20 0.05
C -4.9386 2.6608 0.3163 -0.37 0.25 -0.05
C -4.8619 1.8439 1.4332 -0.13 0.18 -0.18
C -3.7065 1.1300 1.6153 0.47 -0.62 0.44
I -3.4651 -0.1617 3.2596 -0.25 0.21 -0.05
C -2.5924 1.1724 0.7518 -1.09 0.62 -0.04
O -1.5535 0.4665 1.0307 -2.41 1.35 1.08
C -2.7271 2.0079 -0.3952 0.35 -0.43 0.31
C -1.5914 2.1137 -1.3842 -0.19 0.45 0.11
N -0.9691 0.8097 -1.5891 0.53 0.07 -0.50
C -1.8403 -0.0846 -2.3499 -0.18 -0.28 -0.13
C -1.6962 -1.5005 -1.8545 0.16 0.47 0.59
C -2.1903 -2.5831 -2.5427 -0.04 -0.78 -0.01
C -2.0827 -3.8641 -1.9935 0.30 0.65 0.45
C -1.4472 -3.9779 -0.7485 -0.37 -0.30 -0.62
C -0.9882 -2.8526 -0.1142 0.02 0.32 0.11
N -1.1133 -1.6045 -0.6311 -1.15 -1.97 -1.11
C -3.8886 2.7303 -0.5838 -0.17 0.10 0.01
H -5.6785 1.7597 2.1327 -0.05 0.02 0.05
H -0.8482 2.8172 -0.9953 0.00 -0.18 -0.11
H -1.9787 2.5200 -2.3352 0.08 -0.01 0.19
H -0.0652 0.9083 -2.0536 -0.18 0.07 0.01
H -1.6569 -0.0281 -3.4353 -0.06 -0.02 0.24
H -2.8806 0.2297 -2.1744 0.21 -0.02 -0.05
H -2.6722 -2.4409 -3.5013 0.02 0.08 -0.03
H -2.4854 -4.7287 -2.4968 0.00 -0.06 -0.08
H -1.3470 -4.9407 -0.2706 0.07 -0.04 0.05
H -0.5254 -2.9115 0.8679 -0.05 0.01 -0.12
H -3.9703 3.3667 -1.4526 -0.01 0.07 -0.11
Cl 5.1660 -3.6356 2.3659 0.16 -0.12 0.15
C 4.0748 -2.7245 1.3936 -0.05 0.08 -0.09
C 4.3615 -2.4943 0.0569 -0.11 0.01 0.22
Cl 5.8215 -3.1037 -0.6276 0.12 -0.04 -0.12
C 3.4618 -1.7732 -0.7252 -0.13 0.02 -0.02
Cl 3.7976 -1.4755 -2.3932 -0.07 0.07 -0.12
C 2.2658 -1.2811 -0.1972 0.96 -0.55 0.41
O 1.3841 -0.6169 -0.8839 1.33 -0.39 -1.32
C 1.9848 -1.4966 1.1929 1.41 -0.68 -0.43
O 0.8613 -0.9909 1.6440 0.54 -1.00 1.47
C 2.8967 -2.2204 1.9547 -0.11 0.05 -0.03
Cl 2.5550 -2.4999 3.6262 -0.18 0.09 0.03
C 2.0882 2.7991 -0.8594 -0.34 -0.21 0.57
Si 1.2122 2.0068 0.6956 0.76 1.31 0.19
C 2.6549 1.8229 1.9803 -0.43 0.03 -0.39
C 0.0655 3.3879 1.4220 0.45 -0.38 -0.29
C -0.1179 4.6509 0.8638 0.11 -0.07 -0.02
C -1.1102 5.5036 1.3177 -0.07 0.21 -0.11
C -1.9462 5.1105 2.3452 -0.17 0.09 0.10
C -1.7576 3.8754 2.9437 -0.09 -0.02 0.17
C -0.7650 3.0309 2.4851 0.18 -0.06 0.11
H 2.7037 3.6578 -0.6034 0.11 0.21 0.09
H 1.3806 3.1215 -1.6227 -0.16 0.07 -0.13
H 2.7354 2.0565 -1.3209 0.09 -0.19 -0.02
H 3.1600 2.7630 2.1973 0.02 0.17 -0.05
H 3.3958 1.1230 1.5964 0.12 -0.12 -0.06
H 2.2843 1.4136 2.9182 -0.10 -0.07 0.10
H 0.5300 4.9773 0.0609 0.05 0.02 -0.15
H -1.2386 6.4770 0.8627 -0.01 0.08 -0.05
H -2.7455 5.7589 2.6774 -0.03 0.06 0.04
H -2.3962 3.5673 3.7603 -0.07 -0.05 0.07
H -0.6225 2.0603 2.9498 -0.13 -0.04 0.01
```
Positions in Å, forces in eV/Å.

Kohn-Sham gap (alpha / beta) = 4.81 / 6.23 eV
Expectation value of S² = 0.765
2S+1 = 2
ΔE to the lowest compared entry with this formula, charge and spin = 35.2 kcal/mol
Charge = -1

natural (NBO) atomic charge list, values in e, 2 entries: 1.284, 0.083